# C50H58MoN2O4S2Se

A molecular structure, C50H58MoN2O4S2Se (ωB97M-V/def2-TZVPD, the Open Molecules 2025 dataset).

The value obtained for the energy relative to the best compared isomer or geometry (same formula, charge and spin) is 0.00 kcal per mole. The calculation puts the frontier orbital gap at 0.208 hartree. For the HOMO energy, the calculation gives -13.3 eV. Its charge is +2.

Element x y z (Å)
1 Mo -0.32285 1.66330 0.38393
2 C -2.41269 -5.60415 -1.10547
3 C -1.23717 -5.04619 -1.92202
4 C 0.07101 -5.69701 -1.44823
5 C -1.45370 -5.40068 -3.39263
6 C -1.15566 -3.53924 -1.69701
7 C -0.95401 -3.04900 -0.40594
8 C -0.88688 -1.68907 -0.20307
9 Se -0.47232 -0.95641 1.50787
10 C 1.41453 -1.17527 1.33973
11 C 2.05145 -2.30262 1.81662
12 C 3.41901 -2.44894 1.58404
13 C 4.07696 -1.43125 0.89155
14 C 3.46948 -0.26976 0.41471
15 C 2.10206 -0.17942 0.66716
16 O 1.34325 0.86557 0.21798
17 C 4.24706 0.81948 -0.32466
18 C 5.70928 0.41925 -0.53762
19 C 4.22228 2.10253 0.51870
20 C 3.63231 1.07601 -1.70918
21 C 4.20337 -3.66928 2.05745
22 C 4.87841 -4.33278 0.84805
23 C 5.27158 -3.21269 3.06203
24 C 3.30074 -4.69920 2.73664
25 C -1.04859 -0.78714 -1.24712
26 O -1.07315 0.55198 -0.91742
27 C -1.23002 -1.22534 -2.55753
28 C -1.27076 -2.61311 -2.72887
29 C -1.34290 -0.26511 -3.74126
30 C -2.55953 0.65551 -3.55311
31 C -1.53627 -1.00439 -5.06784
32 C -0.03393 0.53239 -3.85187
33 H -2.49763 -6.67912 -1.26877
34 H -2.27798 -5.44106 -0.03488
35 H -3.35357 -5.14059 -1.40697
36 H 0.01872 -6.77657 -1.59419
37 H 0.92351 -5.31908 -2.01577
38 H 0.25656 -5.51513 -0.38806
39 H -1.50609 -6.48457 -3.49491
40 H -2.38964 -4.99092 -3.77713
41 H -0.63128 -5.05332 -4.02110
42 H -0.83043 -3.72458 0.43087
43 H 1.48949 -3.05739 2.34790
44 H 5.13504 -1.55096 0.71344
45 H 6.23695 0.28314 0.40749
46 H 5.80271 -0.49302 -1.12938
47 H 6.21608 1.21780 -1.07962
48 H 4.68087 1.93306 1.49407
49 H 4.78253 2.89000 0.01214
50 H 3.20509 2.46185 0.68188
51 H 3.66914 0.17346 -2.32243
52 H 2.59566 1.40593 -1.64956
53 H 4.20297 1.85323 -2.21985
54 H 5.61436 -3.67852 0.37991
55 H 5.39738 -5.23721 1.16750
56 H 4.14108 -4.61384 0.09336
57 H 5.97305 -2.50759 2.61449
58 H 4.81306 -2.73252 3.92837
59 H 5.84147 -4.07376 3.41332
60 H 2.53177 -5.07531 2.05749
61 H 3.90271 -5.55077 3.05275
62 H 2.81844 -4.29366 3.62858
63 H -1.40394 -2.98557 -3.73147
64 H -3.47980 0.06957 -3.57258
65 H -2.53216 1.20159 -2.61248
66 H -2.60628 1.37696 -4.37175
67 H -2.46484 -1.57674 -5.08374
68 H -1.58792 -0.27174 -5.87401
69 H -0.70483 -1.67481 -5.28949
70 H 0.22766 1.03358 -2.92005
71 H 0.79313 -0.13153 -4.10853
72 H -0.11768 1.28220 -4.64194
73 C -4.05972 -2.42613 5.93220
74 C -3.40916 -1.28739 5.20359
75 C -4.10319 -0.59461 4.21043
76 C -3.51389 0.44856 3.51991
77 C -2.20604 0.79768 3.83382
78 C -1.48161 0.12152 4.81081
79 C -2.09613 -0.91322 5.49080
80 S -1.41459 2.09040 2.99014
81 O -0.03478 1.62310 2.62923
82 O -1.54102 3.33859 3.65635
83 N -1.97730 2.12861 1.46849
84 C -2.91183 3.07671 0.99551
85 C -3.97390 3.60995 1.67060
86 C -4.79859 4.55703 1.02172
87 C -4.56038 4.94620 -0.26664
88 C -3.44427 4.42954 -0.96744
89 C -3.08000 4.80388 -2.28190
90 C -1.93068 4.31373 -2.83307
91 C -1.12849 3.43771 -2.08583
92 N -1.46758 3.03235 -0.88015
93 C -2.61715 3.51177 -0.30901
94 H -5.11646 -2.22817 6.10516
95 H -3.57771 -2.61340 6.88945
96 H -3.99213 -3.34038 5.33883
97 H -5.12180 -0.87749 3.97704
98 H -4.06473 0.97196 2.74916
99 H -0.46267 0.40626 5.04121
100 H -1.55031 -1.43629 6.26554
101 H -4.18242 3.33389 2.69555
102 H -5.63444 4.97412 1.56592
103 H -5.20419 5.66523 -0.75545
104 H -3.71366 5.48376 -2.83773
105 H -1.61686 4.59069 -3.82900
106 H -0.19696 3.06533 -2.48798
107 S 0.72182 3.67789 0.75132
108 C 0.36691 5.16485 -0.11618
109 C 0.90023 5.39168 -1.38417
110 C 0.74382 6.63969 -1.96549
111 C 0.07019 7.64569 -1.28496
112 C -0.46534 7.40742 -0.02618
113 C -0.32380 6.16303 0.56863
114 H 1.44849 4.61058 -1.89437
115 H 1.16197 6.83165 -2.94471
116 H -0.02884 8.62459 -1.73437
117 H -0.98799 8.19460 0.50022
118 H -0.73053 5.96635 1.55250

Atom charges from the Löwdin analysis, given in e for atoms 1 to 5: 1.655 -0.034 -0.554 -0.035 -0.054